Density functional theory data (the ωB97M-V functional and the def2-TZVPD basis) for a molecular structure, C17H42NO7S4V at a distorted geometry.

Last column: Löwdin charge in e.
CARTESIAN COORDINATES (ANGSTROEM)
1 O 0.204 1.655 0.321  -0.3161
2 V -0.821 0.659 -0.338  0.8445
3 O -2.143 0.414 0.497  -0.3348
4 C 2.952 -0.471 0.010  0.0060
5 C 2.503 -1.991 0.075  -0.4225
6 C 3.461 -2.774 1.102  -0.1275
7 C 2.874 -4.042 1.780  -0.1388
8 C 1.553 -3.564 2.550  -0.1177
9 C 0.708 -2.341 2.005  -0.3938
10 N 1.112 -2.181 0.574  0.0064
11 O 0.158 -1.435 -0.120  -0.1349
12 C 0.929 -1.066 2.871  0.0011
13 C -0.819 -2.890 2.063  -0.0104
14 C 2.766 -2.698 -1.248  -0.0363
15 H 2.434 -0.138 0.909  0.0544
16 H 2.529 0.049 -0.850  0.0623
17 H 3.924 -0.096 0.331  0.0965
18 H 3.862 -2.011 1.770  0.1061
19 H 4.389 -3.142 0.664  0.1125
20 H 3.597 -4.657 2.317  0.1139
21 H 2.467 -4.769 1.077  0.0981
22 H 1.910 -3.379 3.563  0.1112
23 H 1.030 -4.520 2.595  0.1016
24 H 0.298 -1.099 3.759  0.0976
25 H 0.628 -0.199 2.283  0.0571
26 H 1.990 -0.981 3.104  0.0848
27 H -1.001 -3.327 3.045  0.0830
28 H -0.972 -3.730 1.385  0.0791
29 H -1.619 -2.177 1.864  0.0677
30 H 2.020 -2.414 -1.990  0.0781
31 H 2.873 -3.779 -1.156  0.0825
32 H 3.765 -2.513 -1.643  0.0947
33 C -4.373 2.171 -1.117  -0.2526
34 S -3.004 3.334 -0.899  1.0186
35 O -1.670 2.502 -0.951  -0.6345
36 C -3.149 4.215 -2.526  -0.2238
37 H -5.321 2.631 -0.840  0.0639
38 H -4.264 1.273 -0.509  0.0470
39 H -4.471 1.811 -2.141  0.0432
40 H -2.899 3.609 -3.396  0.0580
41 H -2.569 5.131 -2.639  0.0552
42 H -4.186 4.495 -2.712  0.0563
43 C 2.204 1.063 -4.114  -0.2704
44 S 0.658 1.785 -3.642  0.9315
45 O 0.256 1.109 -2.311  -0.6115
46 C 1.461 3.363 -3.162  -0.2125
47 H 2.843 1.628 -4.792  0.0712
48 H 1.856 0.209 -4.695  0.0450
49 H 2.754 0.658 -3.265  0.0599
50 H 2.116 3.205 -2.305  0.0708
51 H 0.551 3.753 -2.707  0.0338
52 H 1.972 3.837 -4.000  0.0683
53 C 0.417 3.258 3.264  -0.2814
54 S 0.333 4.076 4.922  0.8678
55 O -0.811 5.117 4.621  -0.5940
56 C -0.114 2.434 5.848  -0.2289
57 H 0.374 4.021 2.487  0.0494
58 H -0.290 2.437 3.145  0.0341
59 H 1.411 2.841 3.103  0.0396
60 H -0.624 2.724 6.767  0.0356
61 H 0.723 1.812 6.164  0.0448
62 H -0.845 1.954 5.198  0.0279
63 C -2.014 -2.601 -2.375  -0.2187
64 S -2.463 -0.994 -3.145  0.9275
65 O -2.322 0.088 -2.043  -0.6293
66 C -4.277 -1.110 -3.415  -0.2279
67 H -2.116 -2.493 -1.295  0.0517
68 H -1.026 -3.025 -2.550  0.0539
69 H -2.694 -3.295 -2.870  0.0490
70 H -4.740 -1.999 -3.843  0.0619
71 H -4.496 -0.213 -3.993  0.0506
72 H -4.753 -1.206 -2.439  0.0625

Force components x, y, z for each atom (eV/Å):
0.091 -0.960 1.379
-0.933 0.755 -2.009
1.045 -0.097 1.241
-2.183 -0.528 1.676
3.371 -1.414 0.633
0.297 -0.276 -0.022
-2.175 2.122 -0.707
1.872 -1.165 0.576
-0.617 -2.695 0.541
-3.138 4.050 -1.831
2.603 -1.625 1.280
-0.137 -0.431 -1.304
1.002 0.454 -0.153
-0.366 -0.331 -0.618
-0.570 0.839 -0.213
0.154 -0.042 0.078
0.677 -1.102 -0.875
-0.413 -0.250 0.818
-0.100 0.437 -0.990
-0.079 0.644 0.652
0.357 0.280 -0.803
-0.465 0.393 0.185
-0.869 0.488 0.170
0.245 -0.198 0.033
-0.054 0.140 0.098
-0.118 0.094 0.276
0.259 0.290 0.198
0.362 0.082 -0.281
0.387 0.380 -0.035
0.034 -0.192 -0.170
-0.921 -0.203 0.227
-0.026 0.943 0.173
-0.561 -0.412 -0.446
1.563 -1.294 -0.660
-2.049 1.877 -0.830
-0.212 -0.261 -0.473
0.179 0.393 0.096
0.547 0.334 0.278
0.314 0.248 -0.086
0.256 -0.601 0.379
0.218 -0.122 0.781
-0.203 -0.018 0.563
-0.130 -2.041 -0.900
0.785 0.336 2.135
0.909 0.275 -1.789
-1.475 -0.955 1.024
-0.299 0.452 0.273
0.432 -0.393 -0.087
-0.105 0.398 0.168
0.248 -0.390 -0.248
0.295 1.441 -0.336
-0.582 0.223 0.112
1.130 -0.111 0.313
-1.600 0.853 -1.780
1.884 -2.710 1.517
-1.187 1.525 -0.281
-0.625 0.100 0.319
-0.274 0.424 -0.013
0.200 -0.265 0.383
-0.050 0.197 -0.050
0.297 0.285 -0.650
0.201 -0.336 0.175
-0.739 -0.001 -0.231
0.934 0.583 0.623
-0.306 -1.642 -1.340
0.111 -0.586 1.072
-0.493 -0.132 -0.058
0.260 0.904 -0.422
-0.258 -0.227 0.543
0.955 -0.142 -0.926
-0.270 -0.112 0.301
0.109 1.025 0.327

Output
Net charge = +1
Expectation value of S² = 0.7544
Spin multiplicity = 2
Energy relative to the best compared isomer or geometry (same formula, charge and spin) = 114.71 kJ/mol
Orbital gap (alpha / beta) = 7.67 / 6.25 eV
Electronic energy = -103148.55407 eV